Density functional theory data (ωB97M-V/def2-TZVPD) for a cluster of 7 separate species, C26H37Br2F3N2O26S6 in total.

```
102
C26H37Br2F3N2O26S6, DFT ωB97M-V/def2-TZVPD
C 1.45 -5.37 2.05
C 0.92 -4.41 0.98
O -0.41 -3.96 1.23
C -1.39 -4.90 1.20
C -1.29 -6.12 0.58
C -2.34 -7.06 0.62
N -2.17 -8.28 0.02
C -3.17 -9.09 0.12
C -4.37 -8.74 0.80
O -5.35 -9.68 0.80
N -4.58 -7.62 1.40
C -3.53 -6.75 1.30
C -3.63 -5.47 1.89
C -2.61 -4.56 1.86
C -2.77 -3.22 2.55
C -2.55 -2.01 1.64
C -3.76 -1.52 0.85
F -3.49 -0.21 0.51
Br -3.99 -2.47 -0.83
C -5.10 -1.47 1.63
F -5.65 -2.67 1.80
F -4.93 -0.85 2.81
Br -6.39 -0.39 0.61
H 0.69 -5.63 2.78
H 1.71 -6.32 1.57
H 2.37 -5.01 2.51
H 1.02 -4.83 -0.02
H 1.53 -3.51 0.99
H -0.39 -6.41 0.05
H -3.09 -10.07 -0.34
H -5.89 -9.52 1.59
H -4.55 -5.22 2.41
H -2.00 -3.17 3.32
H -3.72 -3.22 3.08
H -1.76 -2.20 0.92
H -2.22 -1.17 2.24
O -6.03 5.67 2.96
S -5.48 5.41 1.67
O -5.39 6.43 0.69
O -6.20 4.13 1.06
C -5.23 3.11 0.75
C -4.11 3.34 1.74
O -4.02 4.77 1.85
H -4.89 3.26 -0.27
H -5.66 2.12 0.83
H -3.17 2.92 1.41
H -4.36 2.93 2.73
O -3.51 2.11 -1.57
S -2.86 1.78 -2.79
O -2.67 2.73 -3.81
O -3.58 0.48 -3.39
C -2.62 -0.58 -3.55
C -1.59 -0.33 -2.47
O -1.47 1.10 -2.43
H -2.18 -0.50 -4.55
H -3.11 -1.55 -3.45
H -0.63 -0.78 -2.67
H -1.95 -0.67 -1.49
O 0.76 -1.60 -0.84
S 2.09 -1.48 -1.30
O 2.69 -2.50 -2.11
O 3.02 -1.16 -0.05
C 3.73 0.08 -0.27
C 2.81 0.88 -1.16
O 2.25 -0.10 -2.06
H 4.67 -0.14 -0.77
H 3.93 0.58 0.68
H 3.33 1.65 -1.72
H 2.00 1.32 -0.59
O 3.53 4.18 -0.08
S 2.21 4.01 0.39
O 1.80 2.85 1.10
O 1.21 4.25 -0.85
C 0.28 5.29 -0.55
C 1.02 6.19 0.42
O 1.76 5.28 1.25
H -0.60 4.84 -0.08
H -0.02 5.80 -1.46
H 0.35 6.79 1.03
H 1.73 6.84 -0.10
O 6.56 7.39 0.65
S 5.72 6.60 1.47
O 4.56 5.96 0.97
O 5.34 7.47 2.77
C 5.74 6.79 3.96
C 6.94 5.96 3.54
O 6.61 5.50 2.23
H 4.92 6.15 4.29
H 5.98 7.51 4.74
H 7.12 5.12 4.20
H 7.84 6.57 3.48
O 4.90 1.34 -2.84
S 5.48 1.27 -4.13
O 6.33 2.29 -4.63
O 4.30 1.00 -5.18
C 4.55 -0.21 -5.91
C 5.35 -1.07 -4.95
O 6.22 -0.14 -4.28
H 5.13 0.04 -6.80
H 3.61 -0.67 -6.20
H 5.93 -1.83 -5.45
H 4.71 -1.54 -4.20
```

HOMO energy in eV: -8.54
Structure (SMILES): CCOc1cc2ncc(O)nc2cc1CC[C@@](F)(Br)C(F)(F)Br.O=S1(=O)OCCO1.O=S1(=O)OCCO1.O=S1(=O)OCCO1.O=S1(=O)OCCO1.O=S1(=O)OCCO1.O=S1(=O)OCCO1
LUMO in eV: -0.090
Total charge: 0

Löwdin population analysis, charges in e, atoms 1 to 99:
1. C -0.050
2. C -0.225
3. O -0.061
4. C -0.230
5. C 0.057
6. C -0.209
7. N 0.141
8. C -0.051
9. C -0.372
10. O 0.067
11. N 0.196
12. C -0.199
13. C 0.035
14. C -0.146
15. C -0.109
16. C -0.147
17. C -0.791
18. F -0.061
19. Br 0.906
20. C -0.904
21. F 0.044
22. F 0.075
23. Br 0.862
24. H 0.083
25. H 0.074
26. H 0.072
27. H 0.117
28. H 0.104
29. H 0.121
30. H 0.121
31. H 0.115
32. H 0.123
33. H 0.133
34. H 0.107
35. H 0.102
36. H 0.136
37. O -0.224
38. S 0.593
39. O -0.223
40. O -0.184
41. C -0.175
42. C -0.157
43. O -0.194
44. H 0.104
45. H 0.043
46. H 0.131
47. H 0.134
48. O -0.232
49. S 0.596
50. O -0.209
51. O -0.184
52. C -0.170
53. C -0.173
54. O -0.177
55. H 0.136
56. H 0.095
57. H 0.115
58. H 0.077
59. O -0.230
60. S 0.572
61. O -0.228
62. O -0.184
63. C -0.126
64. C -0.172
65. O -0.181
66. H 0.126
67. H 0.140
68. H 0.102
69. H 0.106
70. O -0.224
71. S 0.591
72. O -0.231
73. O -0.184
74. C -0.148
75. C -0.149
76. O -0.189
77. H 0.132
78. H 0.139
79. H 0.138
80. H 0.136
81. O -0.209
82. S 0.625
83. O -0.231
84. O -0.186
85. C -0.164
86. C -0.164
87. O -0.181
88. H 0.134
89. H 0.134
90. H 0.135
91. H 0.134
92. O -0.228
93. S 0.622
94. O -0.197
95. O -0.177
96. C -0.152
97. C -0.148
98. O -0.180
99. H 0.135


Density functional theory data (ωB97M-V/def2-TZVPD) for the molecule C2H2O2.

```
6
C2H2O2, DFT ωB97M-V/def2-TZVPD
O -2.80 -0.53 -0.12
C -1.73 0.00 -0.01
C -0.38 0.11 -0.03
O -1.28 1.24 0.10
H 0.23 -0.09 0.91
H 0.09 0.09 -0.95
```

HOMO energy in eV: -10.81
Structure (SMILES): O=C1CO1
LUMO in eV: 0.819
Total charge: 0

From a natural (NBO) analysis of the wavefunction, the atomic charges in e read:
1. O -0.520
2. C 0.746
3. C -0.191
4. O -0.447
5. H 0.208
6. H 0.204


Density functional theory data (ωB97M-V/def2-TZVPD) for a cluster of 2 separate species, C7H15NO in total.

```
24
C7H15NO, DFT ωB97M-V/def2-TZVPD
C -0.39 2.54 -0.79
C -1.22 1.29 -1.03
C -1.58 0.57 0.34
N -1.93 -0.74 0.18
O -1.86 1.20 1.33
H -0.82 3.11 0.02
H 0.63 2.28 -0.51
H -0.36 3.16 -1.68
H -0.74 0.60 -1.74
H -2.19 1.57 -1.45
H -1.64 -1.25 -0.64
H -2.26 -1.23 0.99
C 0.85 0.00 1.44
C 1.17 -0.94 0.56
C 0.88 -2.39 0.82
C 1.74 -0.63 -0.78
H 1.15 1.03 1.31
H 0.44 -0.24 2.40
H 1.81 -2.93 0.96
H 0.28 -2.52 1.71
H 0.36 -2.86 -0.03
H 2.68 -1.16 -0.94
H 1.95 0.44 -0.90
H 1.02 -0.90 -1.55
```

HOMO energy in eV: -9.21
Structure (SMILES): CCC(N)=O.C=C(C)C
LUMO in eV: 0.812
Total charge: 0

From a natural (NBO) analysis of the wavefunction, the atomic charges in e read:
1. C -0.609
2. C -0.498
3. C 0.709
4. N -0.834
5. O -0.626
6. H 0.232
7. H 0.199
8. H 0.208
9. H 0.199
10. H 0.228
11. H 0.390
12. H 0.400
13. C -0.405
14. C 0.019
15. C -0.643
16. C -0.643
17. H 0.200
18. H 0.202
19. H 0.221
20. H 0.216
21. H 0.201
22. H 0.218
23. H 0.216
24. H 0.202


Density functional theory data (ωB97M-V/def2-TZVPD) for a cluster of 2 separate species, C8H9Br2O3S in total.

```
23
C8H9Br2O3S, DFT ωB97M-V/def2-TZVPD
O 2.97 -2.55 0.30
S 2.39 -1.59 -0.63
O 2.83 -1.84 -1.99
O 2.60 -0.21 -0.23
C 0.61 -1.89 -0.50
C 0.13 -3.16 -0.73
C -1.23 -3.37 -0.59
C -2.08 -2.33 -0.25
C -1.56 -1.07 -0.03
C -0.20 -0.83 -0.16
H 0.81 -3.97 -0.99
H -1.61 -4.37 -0.76
H -3.15 -2.52 -0.17
H -2.21 -0.23 0.23
H 0.19 0.17 0.01
Br -0.65 2.82 -1.15
C -0.80 3.62 0.61
C 0.54 4.07 1.14
Br 1.62 2.58 1.76
H -1.27 2.88 1.25
H -1.47 4.47 0.49
H 0.41 4.71 2.01
H 1.13 4.60 0.39
```

HOMO energy in eV: -4.77
LUMO in eV: 2.467
Total charge: -1

From a natural (NBO) analysis of the wavefunction, the atomic charges in e read:
1. O -1.038
2. S 2.396
3. O -1.028
4. O -1.036
5. C -0.202
6. C -0.234
7. C -0.212
8. C -0.251
9. C -0.220
10. C -0.245
11. H 0.234
12. H 0.193
13. H 0.196
14. H 0.194
15. H 0.247
16. Br 0.002
17. C -0.451
18. C -0.466
19. Br 0.031
20. H 0.229
21. H 0.216
22. H 0.217
23. H 0.227


Density functional theory data (ωB97M-V/def2-TZVPD) for a structure of composition C23H32InN6O5S4.

```
71
C23H32InN6O5S4, DFT ωB97M-V/def2-TZVPD
In 0.26 0.04 -0.51
C -2.35 0.42 1.50
C -1.90 -1.05 1.31
N -0.45 -1.16 1.35
C 0.10 -0.88 2.68
C 1.42 -0.11 2.63
N 1.41 0.95 1.63
C 0.82 2.21 2.03
C -0.70 2.13 2.19
N -1.34 1.40 1.10
H -3.24 0.58 0.89
H -2.64 0.59 2.55
H -2.37 -1.67 2.08
H -2.22 -1.42 0.34
H -0.16 -2.11 1.07
H -0.65 -0.32 3.24
H 0.27 -1.82 3.22
H 1.64 0.28 3.63
H 2.22 -0.82 2.37
H 2.35 1.12 1.29
H 1.24 2.57 2.98
H 1.07 2.94 1.26
H -0.94 1.66 3.14
H -1.08 3.15 2.25
H -1.76 2.04 0.44
O -2.61 2.56 -1.26
C -1.82 1.81 -1.82
O -1.61 0.58 -1.47
C -1.02 2.31 -3.00
C -1.69 2.64 -4.17
C -0.99 3.13 -5.26
C 0.38 3.31 -5.17
C 1.04 2.99 -4.00
C 0.36 2.48 -2.90
S 1.29 2.10 -1.45
H -2.76 2.50 -4.22
H -1.52 3.37 -6.18
H 0.93 3.70 -6.01
H 2.12 3.12 -3.93
C -5.84 -3.31 -4.80
C -4.46 -3.04 -4.26
C -4.18 -1.88 -3.55
C -2.92 -1.63 -3.04
C -1.91 -2.56 -3.26
C -2.16 -3.72 -3.96
C -3.44 -3.96 -4.46
S -0.28 -2.28 -2.61
O 0.28 -1.06 -3.17
O 0.45 -3.50 -2.92
O -0.47 -2.08 -1.14
H -6.54 -2.53 -4.50
H -6.22 -4.27 -4.45
H -5.83 -3.34 -5.89
H -4.97 -1.16 -3.38
H -2.70 -0.73 -2.49
H -1.37 -4.44 -4.11
H -3.63 -4.87 -5.01
C 3.45 -2.93 -3.72
N 3.25 -1.96 -2.66
C 2.93 -2.27 -1.40
N 2.85 -3.52 -1.00
S 2.72 -0.99 -0.27
H 3.88 -2.41 -4.57
H 2.51 -3.40 -4.01
H 4.16 -3.69 -3.39
H 3.05 -1.00 -2.91
H 2.67 -4.23 -1.69
H 2.48 -3.71 -0.08
S 1.30 -4.19 1.84
C 2.37 -3.43 2.88
N 3.11 -2.90 3.60
```

HOMO energy in eV: -5.08
LUMO in eV: 2.441
Total charge: -1

From a Löwdin analysis of the wavefunction, the atomic charges in e read:
1. In 0.516
2. C -0.176
3. C -0.182
4. N -0.112
5. C -0.175
6. C -0.208
7. N -0.155
8. C -0.214
9. C -0.184
10. N -0.072
11. H 0.121
12. H 0.110
13. H 0.128
14. H 0.102
15. H 0.043
16. H 0.100
17. H 0.096
18. H 0.127
19. H 0.048
20. H 0.076
21. H 0.119
22. H 0.081
23. H 0.102
24. H 0.125
25. H 0.076
26. O 0.055
27. C -0.619
28. O -0.137
29. C -0.156
30. C -0.031
31. C -0.100
32. C -0.105
33. C -0.128
34. C -0.581
35. S 0.671
36. H 0.116
37. H 0.092
38. H 0.093
39. H 0.092
40. C -0.059
41. C -0.283
42. C -0.032
43. C -0.027
44. C -0.245
45. C -0.050
46. C -0.047
47. S 0.503
48. O -0.322
49. O -0.324
50. O -0.378
51. H 0.070
52. H 0.077
53. H 0.077
54. H 0.110
55. H 0.093
56. H 0.105
57. H 0.110
58. C -0.069
59. N -0.031
60. C -0.814
61. N 0.141
62. S 0.717
63. H 0.088
64. H 0.069
65. H 0.087
66. H 0.126
67. H 0.102
68. H -0.035
69. S 0.457
70. C -0.970
71. N 0.003


Density functional theory data (ωB97M-V/def2-TZVPD) for a structure of composition C19H16Cl5N5O4SSn.

```
51
C19H16Cl5N5O4SSn, DFT ωB97M-V/def2-TZVPD
Sn 0.19 1.02 -1.73
Cl -2.26 4.09 4.63
C -1.39 3.53 3.25
C -1.21 2.17 3.04
Cl -1.87 1.03 4.15
C -0.52 1.72 1.93
Cl -0.31 0.03 1.63
C 0.00 2.61 0.98
O 0.66 2.21 -0.09
C -0.18 3.98 1.21
Cl 0.47 5.07 0.05
C -0.86 4.44 2.33
Cl -1.07 6.13 2.57
C 1.75 -1.83 -0.70
N 2.95 -2.62 -0.50
C 3.76 -2.57 -1.72
N 4.14 -1.20 -2.07
C 2.93 -0.42 -2.25
N 2.07 -0.41 -1.03
C 2.90 0.15 0.08
N 4.11 -0.63 0.29
C 3.73 -2.02 0.59
C 4.89 -0.63 -0.94
H 1.14 -1.85 0.20
H 1.16 -2.25 -1.52
H 3.19 -3.00 -2.55
H 4.67 -3.16 -1.57
H 2.35 -0.83 -3.08
H 3.20 0.61 -2.49
H 2.30 0.15 0.99
H 3.15 1.18 -0.16
H 3.13 -2.03 1.50
H 4.63 -2.61 0.75
H 5.80 -1.22 -0.79
H 5.17 0.40 -1.18
O -0.97 -0.91 -1.27
C -2.05 -0.31 -0.97
N -2.07 1.01 -0.90
S -3.57 1.56 -0.42
O -3.47 2.16 0.87
O -4.19 2.28 -1.49
C -4.27 -0.07 -0.28
C -5.55 -0.43 0.11
C -5.83 -1.79 0.14
C -4.87 -2.74 -0.20
C -3.59 -2.35 -0.59
C -3.31 -1.00 -0.62
H -6.29 0.31 0.37
H -6.82 -2.12 0.44
H -5.12 -3.79 -0.16
H -2.84 -3.08 -0.85
```

HOMO energy in eV: -8.25
LUMO in eV: -0.233
Total charge: 0

From a natural (NBO) analysis of the wavefunction, the atomic charges in e read:
1. Sn 1.422
2. Cl 0.052
3. C -0.107
4. C -0.042
5. Cl 0.054
6. C -0.145
7. Cl 0.019
8. C 0.385
9. O -0.903
10. C -0.139
11. Cl 0.046
12. C -0.054
13. Cl 0.060
14. C -0.076
15. N -0.459
16. C -0.079
17. N -0.459
18. C -0.088
19. N -0.547
20. C -0.084
21. N -0.458
22. C -0.080
23. C -0.079
24. H 0.216
25. H 0.215
26. H 0.200
27. H 0.204
28. H 0.208
29. H 0.209
30. H 0.224
31. H 0.217
32. H 0.205
33. H 0.203
34. H 0.203
35. H 0.202
36. O -0.751
37. C 0.651
38. N -0.927
39. S 2.310
40. O -0.920
41. O -0.911
42. C -0.212
43. C -0.207
44. C -0.177
45. C -0.199
46. C -0.150
47. C -0.175
48. H 0.240
49. H 0.224
50. H 0.223
51. H 0.233


Density functional theory data (ωB97M-V/def2-TZVPD) for the molecule C5H9NO3.

```
18
C5H9NO3, DFT ωB97M-V/def2-TZVPD
C 0.21 2.13 -0.10
C -0.24 -1.40 1.15
C 0.28 2.72 -1.25
C -0.44 0.14 0.95
C 0.10 -2.21 -1.15
N 0.56 -2.16 0.17
O 0.20 2.81 1.13
O 0.19 0.77 -0.06
O -1.28 0.73 1.67
H 0.15 -1.60 2.15
H -1.19 -1.85 1.22
H 0.23 3.86 -1.18
H 0.23 2.30 -2.23
H 0.73 -3.01 -1.62
H -0.96 -2.63 -0.94
H 0.25 -1.28 -1.73
H 1.50 -1.71 0.17
H -0.53 2.40 1.66
```

HOMO energy (spin up / spin down) in eV: -4.91 / -8.57
LUMO (spin up / spin down) in eV: 0.719 / -3.958
<S²>: 2.01
Total charge: 0
2S+1: 3

From a natural (NBO) analysis of the wavefunction, the atomic charges in e read:
1. C 0.575
2. C -0.287
3. C -0.352
4. C 0.431
5. C -0.417
6. N -0.585
7. O -0.656
8. O -0.405
9. O -0.595
10. H 0.205
11. H 0.197
12. H 0.224
13. H 0.227
14. H 0.199
15. H 0.199
16. H 0.178
17. H 0.345
18. H 0.518


Density functional theory data (ωB97M-V/def2-TZVPD) for the molecule C4H6O2.

```
12
C4H6O2, DFT ωB97M-V/def2-TZVPD
C 0.79 1.77 0.78
C -0.18 1.11 0.52
C -0.84 0.02 -0.14
O -1.36 -0.88 0.81
C 0.13 -0.71 -1.00
O 1.52 -0.69 -0.39
H 1.35 2.53 1.25
H -1.61 0.45 -0.78
H -1.54 -0.37 1.61
H -0.17 -1.75 -1.11
H 0.44 -0.30 -1.95
H 1.51 -1.24 0.41
```

HOMO energy in eV: -10.07
Structure (SMILES): C#C[C@H](O)CO
LUMO in eV: 0.762
Total charge: 0

From a natural (NBO) analysis of the wavefunction, the atomic charges in e read:
1. C -0.156
2. C -0.068
3. C -0.031
4. O -0.702
5. C -0.082
6. O -0.733
7. H 0.228
8. H 0.193
9. H 0.480
10. H 0.198
11. H 0.208
12. H 0.464